# 1
# C5H7N2

A cluster of 2 separate species, C5H7N2 in total in a non-equilibrium geometry (ωB97M-V/def2-TZVPD, the OMol25 dataset).

The geometry in XYZ format:
```
14
Properties=species:S:1:pos:R:3:forces:R:3
C -0.749 1.928 1.630 -0.5 -0.2 0.6
C -1.326 1.013 2.153 0.4 0.6 -0.5
C 0.247 0.155 -1.536 0.2 -0.3 0.7
C 0.097 0.203 -2.804 -0.1 0.0 -0.7
C 1.128 -1.689 0.964 -0.8 -0.5 0.0
N 0.416 0.107 -0.297 -1.4 0.5 0.0
N 1.379 -0.616 0.368 1.9 0.3 0.0
H -0.312 2.825 1.288 0.3 0.4 -0.2
H -1.828 0.194 2.584 -0.3 -0.4 0.3
H 0.713 0.824 -3.439 0.2 0.2 0.1
H -0.664 -0.372 -3.315 -0.1 -0.2 0.2
H 1.952 -2.143 1.497 0.1 0.0 0.0
H 0.165 -2.198 0.978 -0.1 0.1 -0.1
H -0.103 0.771 0.369 0.2 -0.6 -0.6
```
Positions in Å, forces in eV/Å.

Values from the calculation:
Highest occupied orbital energy = -14.9 eV
ΔE to the lowest compared entry with this formula, charge and spin = 153.5 kcal/mol
Largest force on an atom = 1.963 eV Å⁻¹
Calculated total energy = -303.7743 Ha
Net charge = +1
LUMO level = -4.14 eV



# 2
# C58H141N7O12

A cluster of 12 separate species, C58H141N7O12 in total in a non-equilibrium geometry (ωB97M-V/def2-TZVPD, the OMol25 dataset).

The geometry in XYZ format:
```
218
Properties=species:S:1:pos:R:3:forces:R:3
C 19.779 15.284 17.983 -0.5 -0.7 -0.7
C 19.306 15.786 19.308 1.1 0.7 0.5
C 20.226 15.279 20.480 -1.2 -0.8 0.2
O 20.024 13.888 20.806 -1.0 -0.1 -0.3
C 18.721 13.561 21.379 1.1 0.3 0.1
N 19.385 17.263 19.227 0.1 -0.1 1.5
H 19.113 15.666 17.209 -0.3 -0.3 -0.1
H 19.800 14.195 17.953 0.2 0.0 -0.2
H 20.732 15.737 17.708 0.3 -0.3 0.3
H 18.297 15.462 19.563 -0.1 0.2 -0.3
H 20.020 15.786 21.423 0.0 0.8 -0.2
H 21.285 15.346 20.230 0.0 0.2 -0.1
H 18.474 14.197 22.229 0.1 0.5 0.0
H 18.809 12.574 21.832 0.0 -0.2 -0.5
H 17.897 13.610 20.668 0.1 -0.2 -0.1
H 20.361 17.492 19.110 0.1 0.3 0.0
H 18.882 17.722 18.480 -0.2 -0.5 -0.3
C 20.128 15.713 12.262 -0.6 0.2 1.3
C 18.960 14.743 11.912 0.8 0.5 -0.1
C 17.819 14.603 12.942 0.4 -0.6 0.0
O 18.326 14.055 14.160 -0.4 1.0 -0.2
C 17.369 13.878 15.204 0.8 0.1 0.1
N 18.393 15.146 10.650 -0.7 0.3 -1.5
H 20.841 15.921 11.464 -0.2 -0.5 -0.3
H 20.709 15.446 13.144 0.0 -0.4 0.0
H 19.702 16.680 12.527 -0.2 0.2 -0.1
H 19.378 13.761 11.690 0.0 -0.2 0.5
H 17.021 13.954 12.582 0.2 -0.5 -0.5
H 17.271 15.541 13.025 0.4 0.7 0.6
H 16.867 14.767 15.585 0.0 0.5 -0.5
H 17.991 13.573 16.046 -0.3 -0.6 0.0
H 16.603 13.154 14.925 0.0 -0.3 0.0
H 19.108 15.429 9.995 0.5 -0.5 -0.1
H 17.830 15.985 10.632 -0.5 0.1 0.8
C 11.618 20.579 15.888 0.0 1.0 0.3
C 12.132 21.936 16.468 -1.9 -0.7 0.0
C 13.224 21.824 17.498 0.1 -0.8 0.0
O 12.682 21.106 18.636 0.7 1.1 -0.5
C 13.565 21.040 19.746 0.9 -0.9 -0.2
N 12.404 22.833 15.346 0.7 -0.1 -0.1
H 12.306 20.156 15.156 0.1 -0.3 0.3
H 10.689 20.789 15.357 -0.1 0.1 -0.1
H 11.329 19.904 16.694 0.4 -0.2 -0.1
H 11.266 22.351 16.983 -0.1 -0.1 0.6
H 13.616 22.811 17.746 -0.2 0.2 0.5
H 14.068 21.289 17.063 0.2 -0.4 0.1
H 14.511 20.564 19.486 0.1 -0.6 -0.4
H 13.088 20.397 20.485 0.0 0.3 0.2
H 13.956 21.961 20.177 -0.9 0.6 0.0
H 11.508 23.042 14.928 0.0 0.0 -0.3
H 12.757 23.722 15.669 0.2 0.2 0.2
C 9.361 17.144 12.068 1.1 -1.3 0.2
C 9.112 15.701 12.683 -0.5 0.7 -1.0
C 10.055 15.328 13.876 -1.7 1.1 -0.1
O 9.643 14.113 14.482 -0.1 -0.2 -0.8
C 10.328 13.852 15.672 0.6 -0.3 0.4
N 7.677 15.541 12.999 0.4 -0.4 1.5
H 9.376 17.997 12.747 -0.5 -0.3 0.4
H 8.717 17.368 11.218 -0.3 -0.2 0.2
H 10.373 17.150 11.664 0.2 0.0 -0.2
H 9.262 14.934 11.923 0.9 0.2 -0.5
H 9.939 16.090 14.646 0.1 0.4 0.1
H 11.089 15.361 13.532 0.2 -0.4 0.0
H 11.396 13.728 15.492 0.2 0.1 0.0
H 9.984 12.930 16.141 -0.3 0.0 -0.3
H 10.226 14.640 16.418 -0.2 0.3 0.0
H 7.095 15.261 12.223 0.3 0.5 -0.7
H 7.713 14.668 13.505 -0.5 -0.2 0.8
C 16.548 19.116 23.025 -0.4 -0.6 -1.0
C 17.292 18.066 22.137 0.9 0.9 1.3
C 16.681 16.681 22.217 -0.3 -0.2 0.4
O 17.437 18.492 20.811 -1.5 0.9 -0.2
H 17.030 20.094 23.026 0.0 -0.1 -0.4
H 16.448 18.839 24.075 0.2 -0.5 -0.1
H 15.537 19.177 22.622 -0.2 0.4 0.1
H 18.307 18.163 22.522 0.4 -1.0 0.5
H 15.607 16.749 22.043 -0.2 0.1 0.0
H 16.818 16.229 23.199 0.0 0.1 0.2
H 17.050 15.948 21.500 0.3 0.3 -0.2
H 18.159 17.987 20.431 0.7 -0.2 -0.4
C 17.784 11.175 18.614 -1.0 0.0 0.5
C 16.972 10.042 19.229 2.0 -0.7 -0.4
C 17.826 8.747 19.213 -1.5 0.0 -0.2
O 16.676 10.429 20.549 -0.2 0.0 0.7
H 17.046 11.977 18.590 0.4 0.6 -0.3
H 18.141 10.930 17.614 0.0 0.1 0.1
H 18.584 11.432 19.309 0.2 0.1 -0.3
H 16.051 9.943 18.653 -0.1 -0.4 0.1
H 18.028 8.563 18.158 0.5 -0.3 0.2
H 17.233 7.907 19.575 -0.2 -0.2 -0.1
H 18.703 8.735 19.861 0.2 0.6 -0.3
H 16.621 9.652 21.111 -0.1 -0.1 0.0
C 15.043 14.599 10.382 -0.7 0.1 -1.3
C 13.845 15.376 9.724 0.3 -0.7 1.5
C 12.505 15.200 10.481 -0.1 -0.4 0.1
O 14.190 16.755 9.616 -0.3 -0.3 -0.1
H 14.805 13.548 10.550 -0.4 0.0 0.2
H 15.408 15.025 11.317 -0.3 0.2 -0.1
H 15.874 14.525 9.682 0.1 0.4 0.1
H 13.582 15.029 8.724 0.8 -0.5 -0.2
H 12.546 14.338 11.146 0.0 0.0 0.0
H 11.711 15.016 9.757 -0.1 -0.1 0.0
H 12.134 16.041 11.068 0.6 0.3 0.1
H 13.375 17.064 9.213 0.2 1.0 -0.1
C 14.874 22.615 12.776 1.2 0.1 0.1
C 15.556 21.669 13.778 -1.7 1.3 2.0
C 16.158 22.371 15.041 1.1 -0.4 -1.1
O 14.520 20.883 14.368 0.2 -1.7 -0.5
H 14.147 23.285 13.234 -0.1 -0.4 0.3
H 14.399 22.026 11.992 0.1 0.2 -0.1
H 15.632 23.294 12.387 0.1 -0.1 -0.5
H 16.266 20.984 13.314 0.0 0.1 0.0
H 16.536 21.588 15.699 -0.2 -0.1 0.1
H 15.440 22.969 15.601 -0.2 0.0 -0.3
H 17.045 22.964 14.818 -0.1 0.4 -0.1
H 13.813 21.455 14.674 -0.2 0.7 -0.2
C 10.415 18.124 20.827 -0.2 -1.3 0.1
C 9.930 18.963 19.657 0.8 -0.9 0.8
C 8.454 18.816 19.346 -0.5 0.6 -0.8
O 10.177 20.277 19.986 -0.2 2.3 0.4
H 11.434 18.212 21.203 0.3 0.8 -0.6
H 10.401 17.072 20.544 -0.5 -0.3 0.2
H 9.798 18.317 21.705 -0.3 -0.2 -0.1
H 10.577 18.827 18.790 -0.4 -1.1 -0.5
H 7.784 19.331 20.036 0.4 -0.1 0.7
H 8.032 17.827 19.171 0.5 -0.1 0.0
H 8.299 19.417 18.450 -0.1 -0.2 -0.4
H 11.067 20.458 19.673 0.0 0.5 -0.1
C 15.772 13.413 24.658 0.1 -1.4 -0.4
C 15.188 12.011 24.234 0.3 0.9 -0.7
C 14.050 11.645 25.199 -0.2 0.7 0.3
C 12.736 12.319 24.916 -1.1 0.1 -1.3
C 12.257 12.044 23.419 0.2 -0.1 3.7
C 13.298 12.542 22.468 0.1 -0.5 -0.1
N 14.665 12.069 22.848 -1.6 -1.4 0.2
O 15.588 12.453 21.872 0.3 1.2 0.7
C 12.944 11.903 21.111 0.7 1.0 -0.2
C 13.113 14.069 22.438 0.4 -0.4 -1.1
C 16.264 10.905 24.300 0.0 0.8 -0.7
H 16.830 13.455 24.396 0.0 0.1 -0.1
H 15.688 13.466 25.743 0.0 0.6 -0.1
H 15.244 14.178 24.090 0.0 0.2 0.5
H 13.897 10.569 25.292 0.1 -0.1 -0.1
H 14.294 12.070 26.173 0.6 -0.6 0.3
H 12.742 13.387 25.130 0.6 0.3 -0.4
H 11.984 12.030 25.650 -0.1 -0.7 -0.1
H 11.317 12.592 23.357 0.0 -0.1 -0.7
H 12.065 10.972 23.389 0.0 -0.1 -0.4
H 13.615 12.349 20.376 -0.2 0.0 -0.4
H 13.102 10.826 21.069 -0.1 0.0 0.4
H 11.910 12.154 20.872 0.0 -0.1 -0.2
H 13.150 14.497 23.440 0.0 0.2 -0.3
H 13.849 14.488 21.751 0.3 0.3 0.3
H 12.161 14.264 21.945 -0.2 0.2 0.3
H 16.772 10.929 25.264 -0.3 -0.5 0.2
H 17.060 11.076 23.575 0.0 0.4 -0.2
H 15.817 9.966 23.974 0.0 -0.2 0.7
H 15.810 11.651 21.394 0.2 -0.3 -0.3
C 12.620 17.013 16.024 -0.1 0.2 -1.2
C 13.965 16.348 15.760 1.2 0.9 0.4
C 15.061 17.489 15.649 -0.7 0.6 0.6
C 15.376 18.160 16.961 0.5 -1.0 0.2
C 15.746 17.096 18.008 -1.6 0.5 0.6
C 14.699 15.882 18.146 2.3 0.7 1.2
N 14.306 15.393 16.844 2.0 1.5 -0.9
O 13.344 14.419 16.985 -0.9 -0.9 -0.1
C 15.495 14.730 18.883 -1.5 -0.4 -0.1
C 13.564 16.287 19.097 -0.8 0.8 0.8
C 14.041 15.641 14.417 -0.8 -0.7 -0.5
H 12.429 17.639 15.152 -0.2 0.2 -0.1
H 12.613 17.694 16.876 0.0 -0.4 0.1
H 11.821 16.272 16.040 0.0 0.1 0.4
H 16.029 17.235 15.216 -0.3 -0.7 -0.4
H 14.633 18.321 15.089 -0.1 -0.4 -0.8
H 14.546 18.806 17.247 -0.2 -0.2 0.5
H 16.223 18.837 16.848 0.1 0.1 -0.1
H 15.733 17.707 18.910 0.0 -0.7 0.7
H 16.770 16.729 17.953 0.0 -0.2 -0.6
H 14.778 13.919 19.007 -0.3 -0.1 0.4
H 16.284 14.179 18.370 0.5 0.9 -0.5
H 15.804 15.021 19.887 0.1 0.1 -0.1
H 13.902 16.534 20.104 0.7 -0.4 0.1
H 13.050 17.227 18.897 0.1 0.1 -0.8
H 12.755 15.581 19.282 0.2 -0.5 -0.5
H 15.007 15.161 14.256 0.1 0.1 0.1
H 13.823 16.281 13.562 0.3 0.6 0.2
H 13.287 14.867 14.275 -0.1 -0.3 0.5
H 13.851 13.650 16.716 -0.4 -0.4 0.0
C 13.508 10.440 11.469 -0.5 -1.2 -0.8
C 13.089 10.624 12.925 -0.4 1.0 0.1
C 11.906 9.693 13.291 0.0 0.4 0.8
C 11.618 9.670 14.824 0.3 -0.1 -0.2
C 12.859 9.227 15.605 -0.3 0.7 -0.9
C 14.110 10.130 15.324 -0.8 -0.1 -0.7
N 14.226 10.328 13.847 0.0 -1.1 -1.2
O 15.363 11.110 13.473 -0.6 0.8 0.9
C 13.941 11.487 16.041 0.2 -0.1 0.7
C 15.349 9.379 15.754 1.4 0.3 0.5
C 12.621 12.086 12.984 0.4 0.9 0.9
H 13.638 9.374 11.282 0.9 -0.1 0.0
H 14.285 11.070 11.037 0.5 -0.2 0.7
H 12.707 10.642 10.758 -0.7 0.3 0.5
H 11.030 10.042 12.744 -0.1 0.1 0.0
H 12.063 8.668 12.955 0.4 -0.1 0.0
H 10.870 8.915 15.066 -0.3 0.1 -0.3
H 11.232 10.605 15.230 0.0 0.3 -0.4
H 12.950 8.191 15.279 0.9 -0.1 0.2
H 12.614 9.227 16.667 0.3 0.0 0.1
H 12.967 11.940 15.855 0.1 0.0 -0.3
H 14.003 11.441 17.128 -0.1 -0.6 0.3
H 14.744 12.188 15.815 0.1 0.0 -0.7
H 15.534 8.405 15.299 -0.6 0.0 -0.2
H 16.243 9.952 15.507 0.0 0.3 -0.1
H 15.435 9.240 16.831 -0.5 0.0 0.1
H 11.935 12.437 12.213 -0.3 -0.7 0.0
H 13.469 12.760 12.859 0.4 -0.1 0.1
H 12.216 12.342 13.964 -0.3 0.0 -0.1
H 15.967 10.565 12.964 -0.2 -0.5 0.0
```
Positions in Å, forces in eV/Å.

Values from the calculation:
Highest occupied orbital energy = -7.8 eV
Structure (SMILES) = CC1(C)CCCC(C)(C)N1O.CC1(C)CCCC(C)(C)N1O.CC1(C)CCCC(C)(C)N1O.COC[C@H](C)N.COC[C@H](C)N.COC[C@H](C)N.COC[C@H](C)N.CC(C)O.CC(C)O.CC(C)O.CC(C)O.CC(C)O
ΔE to the lowest compared entry with this formula, charge and spin = 81.6 kcal/mol
Largest force on an atom = 3.734 eV Å⁻¹
Calculated total energy = -3580.3073 Ha
Net charge = 0
LUMO level = 0.51 eV



# 3
# C7H6N2S

An isolated molecule of C7H6N2S in a non-equilibrium geometry (ωB97M-V/def2-TZVPD, the OMol25 dataset).

The geometry in XYZ format:
```
16
Properties=species:S:1:pos:R:3:forces:R:3
C -0.669 -0.435 2.165 -0.4 0.9 0.0
C -0.088 -1.606 1.578 0.4 -0.5 -0.8
C -0.901 0.690 1.451 -0.1 -0.1 0.7
C 0.297 -1.653 0.280 0.0 -0.7 0.8
C -0.521 0.720 0.078 0.2 0.0 -0.9
C 0.110 -0.499 -0.525 -0.1 0.8 -0.8
C 0.047 1.104 -1.949 0.4 0.2 -0.5
N -0.612 1.712 -0.761 1.1 -2.2 -0.5
N 0.444 -0.327 -1.775 -1.3 1.7 1.6
S 1.650 1.987 -2.138 -0.1 0.3 0.1
H -0.924 -0.467 3.214 -0.1 0.0 0.1
H 0.035 -2.476 2.206 0.1 -0.1 0.0
H -1.345 1.579 1.872 0.0 0.0 0.2
H 0.736 -2.530 -0.168 0.0 -0.1 0.0
H -0.537 1.259 -2.858 -0.1 -0.1 0.2
H 2.279 0.942 -2.670 0.1 -0.1 -0.1
```
Positions in Å, forces in eV/Å.

Values from the calculation:
Highest occupied orbital energy = -9.1 eV
Structure (SMILES) = SC1N=c2ccccc2=N1
ΔE to the lowest compared entry with this formula, charge and spin = 0.5 kcal/mol
Largest force on an atom = 2.665 eV Å⁻¹
Calculated total energy = -777.9968 Ha
Net charge = 0
LUMO level = -1.23 eV



# 4
# C5H14N2

The ion C5H14N2 with charge -1 in a non-equilibrium geometry (ωB97M-V/def2-TZVPD, the OMol25 dataset).

The geometry in XYZ format:
```
21
Properties=species:S:1:pos:R:3:forces:R:3
N -1.213 -1.846 0.263 0.5 1.8 -0.2
C -1.502 0.627 -1.908 -1.2 1.5 -2.5
C -0.390 -0.248 -1.427 -0.1 0.2 2.2
C -0.543 -0.472 0.110 1.4 -2.9 -0.6
C 0.812 -0.739 0.789 0.1 1.8 0.5
N 1.711 0.405 0.633 -0.4 0.2 -0.5
C 1.612 1.399 1.687 0.9 -0.9 0.6
H -1.650 -1.995 -0.638 -0.8 -0.3 0.5
H -1.839 -1.836 1.052 -0.6 -0.2 -0.1
H -1.776 1.571 -1.417 0.7 -0.4 0.8
H -1.287 1.024 -2.918 0.2 -0.3 0.0
H -2.491 0.173 -2.094 0.4 -0.5 0.5
H -0.420 -1.230 -1.904 0.1 0.1 -0.1
H 0.616 0.155 -1.557 -0.2 0.4 -0.3
H -0.965 0.373 0.654 -0.6 -0.1 -0.4
H 0.568 -0.802 1.865 0.2 -0.6 -0.2
H 1.258 -1.655 0.428 0.0 -0.2 -0.1
H 2.668 0.198 0.393 -0.1 -0.2 0.2
H 0.574 1.637 1.914 0.0 0.3 -0.2
H 2.028 1.000 2.646 -0.2 0.3 -0.3
H 2.229 2.263 1.429 -0.3 0.2 0.0
```
Positions in Å, forces in eV/Å.

Values from the calculation:
2S+1 = 2
Highest occupied orbital energy (spin up / spin down) = 1.5 / -4.6 eV
⟨S²⟩ = 0.75
ΔE to the lowest compared entry with this formula, charge and spin = 28.4 kcal/mol
Largest force on an atom = 3.308 eV Å⁻¹
Calculated total energy = -308.3179 Ha
Net charge = -1
LUMO level (spin up / spin down) = 4.00 / 3.92 eV